Formula: C5H9N2
Source: the Open Molecules 2025 dataset
Level of theory: ωB97M-V/def2-TZVPD

Last column: Mulliken charge in e.
Element x y z (Å)
1 C -0.441 -0.428 1.065  -0.8104
2 C 0.396 0.660 0.842  1.1401
3 C -0.745 -1.027 -1.222  0.4910
4 C 0.601 1.484 2.071  -1.2086
5 C -0.398 -1.115 -2.604  -0.9838
6 N -0.783 -1.274 0.015  -0.1006
7 N 0.799 0.925 -0.329  -0.5963
8 H -0.794 -0.683 2.026  0.4014
9 H 1.614 2.004 1.907  0.3294
10 H -0.200 2.198 2.207  0.3108
11 H 0.608 1.041 3.132  0.3477
12 H -1.105 -0.624 -3.233  0.3274
13 H 0.515 -0.636 -2.623  0.3225
14 H -0.179 -2.062 -2.947  0.3666
15 H -1.232 -2.262 0.289  0.3845
16 H 1.344 1.799 -0.596  0.2783

The net charge is +1. The frontier orbital gap (alpha / beta) is 6.86 / 8.41 eV. The value obtained for the HOMO energy (alpha / beta) is -0.4789 / -0.4905 hartree. The value obtained for the total energy is -304.9911 Eh. The value obtained for the energy above the lowest of the compared OMol25 structures with the same formula, charge and spin is 149.94 kcal per mole.

***

Formula: C16H27BCl2NO10S2
Source: the Open Molecules 2025 dataset
Level of theory: ωB97M-V/def2-TZVPD

Last column: Mulliken charge in e.
Element x y z (Å)
1 C 3.835 -3.086 0.821  -0.9747
2 C 4.446 -2.639 -0.560  -0.3592
3 C 3.644 -1.446 -1.253  -0.6499
4 O 2.239 -1.770 -1.271  -0.4273
5 C 1.442 -0.778 -0.722  0.0007
6 C 1.679 -0.336 0.640  0.1987
7 N 0.949 0.647 1.292  0.2236
8 C 1.320 0.993 2.686  -1.0858
9 B 0.466 0.177 3.802  0.5634
10 O 0.674 -1.220 3.908  -0.5146
11 O -0.405 0.833 4.652  -0.3190
12 C -0.068 1.290 0.585  0.1095
13 Cl -0.944 2.546 1.524  -0.0460
14 C -0.406 0.966 -0.811  1.2213
15 C -1.540 1.750 -1.578  -0.5785
16 C -1.308 3.341 -1.515  -0.7025
17 C -0.944 3.940 -2.918  -0.7029
18 Cl 0.693 3.299 -3.464  -0.1999
19 C 0.341 -0.104 -1.496  0.1062
20 C 0.130 -0.581 -2.960  -1.1243
21 C -1.337 -1.056 -3.300  -0.5566
22 C -1.658 -2.548 -2.873  -0.7736
23 C -2.477 -2.553 -1.523  -0.5695
24 S -4.229 -2.083 -1.711  1.2476
25 O -5.138 -3.238 -1.692  -0.6669
26 O -4.500 -1.307 -2.917  -0.5942
27 O -4.628 -1.131 -0.418  -0.4991
28 H 4.192 -2.349 1.598  0.2575
29 H 2.709 -3.031 0.847  0.2222
30 H 4.104 -4.134 1.115  0.3602
31 H 5.521 -2.343 -0.452  0.3276
32 H 4.399 -3.502 -1.275  0.2986
33 H 3.892 -0.453 -0.801  0.4291
34 H 4.039 -1.416 -2.314  0.2893
35 H 2.510 -0.818 1.214  0.0824
36 H 2.390 0.642 2.807  0.2360
37 H 1.344 2.099 2.873  0.3570
38 H -0.011 -1.498 4.549  0.3191
39 H -1.187 1.145 4.159  0.2694
40 H -2.502 1.434 -1.101  0.3330
41 H -1.525 1.503 -2.677  0.1303
42 H -0.407 3.511 -0.861  0.3623
43 H -2.235 3.811 -1.079  0.3279
44 H -0.792 5.051 -2.793  0.4174
45 H -1.734 3.808 -3.699  0.3650
46 H 0.432 0.200 -3.710  0.4101
47 H 0.805 -1.466 -3.156  0.2338
48 H -2.152 -0.405 -2.900  0.2976
49 H -1.429 -1.028 -4.427  0.2937
50 H -0.766 -3.226 -2.872  0.4286
51 H -2.354 -2.957 -3.666  0.3293
52 H -1.995 -1.786 -0.848  0.2006
53 H -2.454 -3.552 -1.017  0.4506
54 H -5.244 -1.617 0.166  0.3443
55 O -0.520 4.983 7.395  -0.7317
56 S -0.365 3.697 6.683  1.1770
57 O -1.258 2.681 7.289  -0.7237
58 O 1.042 3.237 6.777  -0.7448
59 O -0.726 3.880 5.246  -0.6764

The net charge is -1. The frontier orbital gap is 2.00 eV. The value obtained for the HOMO energy is -0.0752 hartree. The value obtained for the total energy is -3174.5590 Eh.